79
Properties=species:S:1:pos:R:3 method="wB97M-V/def2-TZVPD" max_force_ev_per_a=3.0 e_homo_ev=-9.5 smiles=c1ccncc1.c1ccncc1.c1ccncc1.c1ccncc1.c1ccncc1.CO.CO.CO.CO energy_ev=-46372.7709 homo_lumo_gap_ev=9.771 molar_mass_g_mol=523.68 relative_energy_kj_mol=212.88
C -5.4894 -4.1732 0.4459
C 6.2077 -3.6269 2.9804
O -7.0440 2.4080 -2.3805
C 0.2716 -8.2725 -2.8151
H 0.5223 2.8115 2.2755
H 3.7069 -1.3516 3.1187
O 4.1557 8.9743 0.4548
H 7.1514 -3.8881 2.5247
H -3.4321 0.1911 -5.3197
H 0.6986 3.5842 -6.5244
C 1.1596 -8.1912 -1.7628
N 4.0381 -2.8007 4.6060
H -3.6238 -1.1539 -6.4101
C 4.3133 -2.1933 3.4190
C -0.3309 -7.0524 -3.2111
H 1.5214 -9.1544 -1.4344
H 1.5871 1.3415 -1.5896
H -6.6043 2.8159 -0.2834
H 6.6633 -4.9646 4.6487
H -5.3763 -5.7279 -1.0336
H -4.5784 -4.4242 0.9689
C 4.2901 8.6416 -0.8719
H -8.9628 -3.3839 -0.8169
C 0.2223 2.3371 1.3528
C -0.0394 -5.8127 -2.5531
C -5.9078 -4.8568 -0.6800
H 1.0306 -4.9715 -0.8972
H 5.1538 9.1847 -1.2555
C -3.1117 -0.8346 -5.5024
H -8.1182 2.1765 -0.8038
N -0.3458 0.8962 -0.9429
H 2.6658 2.5317 7.3567
C 0.8508 -5.8691 -1.4704
H -1.8803 1.9054 1.9050
C 2.2269 5.7160 6.8236
H 1.4818 4.0985 -8.3537
H -6.4803 3.0895 -2.7538
C 5.9647 -4.2762 4.1964
C -1.0425 1.7515 1.2411
H 4.5882 7.5956 -0.9436
N -7.4963 -2.8803 0.5550
H -3.3845 -1.5298 -4.7084
C 3.7733 3.6301 5.9577
C -7.3196 2.8545 -1.1049
H -0.5014 -4.8611 -2.7712
H 1.6882 6.5476 7.2533
H -1.4346 -0.4606 -4.6692
C 3.0647 5.9353 5.6670
O -1.6852 -0.7283 -5.5564
C -1.2647 1.0482 0.0331
H 5.5253 -2.0060 1.7082
C 0.8472 1.5475 -0.8303
H 2.1930 4.2504 -6.1089
H -2.2533 0.6349 -0.1018
H 3.3997 8.9309 -1.4301
C -7.9318 -3.5460 -0.5392
H 4.6802 4.9966 4.6384
H 2.2061 2.6208 0.4239
C -7.1542 -4.4898 -1.1736
O 2.0789 3.3981 -8.0806
H -0.9779 -7.1438 -4.0710
N 2.0462 4.5310 7.3914
C 1.2131 2.2036 0.3438
H 4.4011 2.8148 5.6298
H 3.6465 9.7881 0.4681
N 1.4650 -7.0695 -1.1214
H -7.5956 -4.9873 -2.0245
H 4.6542 -4.4008 5.8741
H 3.2018 6.8657 5.1360
C 3.8793 4.8638 5.3506
H 0.0415 -9.2255 -3.2682
C 5.3473 -2.5938 2.5966
H -5.9944 -2.8203 1.9759
C 2.8451 3.5304 6.9866
C 4.8676 -3.8613 4.9632
H -7.6073 3.8861 -1.3079
H 1.9657 2.4776 -6.1541
C -6.3000 -3.2405 1.0290
C 1.7662 3.4178 -6.6682